{
  "formula": "CH2NO2S",
  "method": "ωB97M-V/def2-TZVPD",
  "symbols": ["C", "N", "O", "O", "S", "H", "H"],
  "positions_angstrom": [[-1.26, -0.13, -0.37], [1.46, -0.32, 0.62], [-1.96, -1.08, -0.59], [2.40, -0.20, -0.19], [-1.70, 1.42, -0.55], [-0.14, -0.17, -0.28], [1.20, 0.48, 1.36]],
  "molar_mass_g_mol": 92.10,
  "charge": -1,
  "multiplicity": 3,
  "lumo_energy_ev": [4.0, 2.3]
}

=====

{
  "formula": "CH2NO2S3",
  "method": "ωB97M-V/def2-TZVPD",
  "symbols": ["O", "S", "O", "N", "C", "S", "S", "H", "H"],
  "positions_angstrom": [[-2.02, -0.11, 1.26], [-1.57, 0.19, -0.12], [-2.56, 0.18, -1.19], [-0.38, -0.84, -0.55], [0.89, -0.29, -0.12], [1.22, 1.36, 0.04], [2.18, -1.40, 0.02], [-0.87, 1.44, -0.01], [3.12, -0.53, 0.66]],
  "smiles": "O=[S@H]([O-])=NC(=S)S",
  "molar_mass_g_mol": 156.23,
  "charge": -1,
  "multiplicity": 1,
  "lumo_energy_ev": 3.1
}

=====

{
  "formula": "CH2NO3",
  "method": "ωB97M-V/def2-TZVPD",
  "symbols": ["C", "N", "O", "O", "O", "H", "H"],
  "positions_angstrom": [[-1.26, -0.22, 0.02], [1.39, 0.49, 0.05], [-0.86, -1.29, -0.23], [-2.30, 0.28, 0.31], [0.11, 0.90, -0.31], [1.24, -0.04, 0.87], [1.68, -0.14, -0.70]],
  "molar_mass_g_mol": 76.03,
  "charge": -1,
  "multiplicity": 1,
  "lumo_energy_ev": 4.5
}

=====

{
  "formula": "CH2NO3S",
  "method": "ωB97M-V/def2-TZVPD",
  "symbols": ["C", "N", "O", "O", "O", "S", "H", "H"],
  "positions_angstrom": [[1.32, 0.50, -0.37], [0.07, 0.19, 0.76], [-2.39, -0.32, 1.11], [-1.20, -1.68, -0.44], [0.79, 1.46, 0.39], [-1.57, -0.29, -0.12], [2.19, -0.15, 0.00], [0.77, 0.29, -1.32]],
  "molar_mass_g_mol": 108.10,
  "charge": -1,
  "multiplicity": 1,
  "lumo_energy_ev": 4.0
}

=====

{
  "formula": "CH2NO3S",
  "method": "ωB97M-V/def2-TZVPD",
  "symbols": ["C", "N", "O", "O", "O", "S", "H", "H"],
  "positions_angstrom": [[-0.06, -0.77, 0.96], [0.54, 0.32, 0.93], [-1.63, 1.36, 1.74], [0.57, 2.48, 2.05], [-0.09, 0.53, 3.41], [-0.26, 1.26, 2.16], [0.15, -1.57, 0.25], [-0.98, -0.74, 1.48]],
  "molar_mass_g_mol": 108.10,
  "charge": -1,
  "multiplicity": 1,
  "lumo_energy_ev": 4.2
}

=====

{
  "formula": "CH2NO3S",
  "method": "ωB97M-V/def2-TZVPD",
  "symbols": ["C", "N", "O", "O", "O", "S", "H", "H"],
  "positions_angstrom": [[0.52, 0.11, -0.09], [-0.74, -0.06, -0.12], [-1.35, 1.04, -0.96], [-1.38, -1.01, 0.33], [1.36, -1.36, 1.02], [1.50, 1.34, -0.58], [0.60, -1.61, 1.57], [-0.51, 1.56, -1.16]],
  "molar_mass_g_mol": 108.10,
  "charge": -1,
  "multiplicity": 1,
  "lumo_energy_ev": 3.6
}

=====

{
  "formula": "CH2NO4P",
  "method": "ωB97M-V/def2-TZVPD",
  "symbols": ["C", "N", "O", "O", "O", "O", "P", "H", "H"],
  "positions_angstrom": [[0.68, 0.98, 0.11], [1.49, -0.04, -0.19], [-2.09, -0.05, -1.29], [-0.76, -1.73, 0.23], [1.24, 2.12, 0.24], [-2.41, -0.06, 1.23], [-1.49, -0.41, 0.09], [2.48, 0.16, -0.13], [0.87, -0.97, -0.28]],
  "molar_mass_g_mol": 123.00,
  "charge": -2,
  "multiplicity": 1,
  "lumo_energy_ev": 7.2
}

=====

{
  "formula": "CH2NOP",
  "method": "ωB97M-V/def2-TZVPD",
  "symbols": ["O", "C", "N", "P", "H", "H"],
  "positions_angstrom": [[4.21, 0.02, 0.02], [3.08, 0.10, -0.03], [1.73, -0.30, 0.05], [0.41, 0.75, 0.06], [-0.49, -0.21, -0.11], [-0.14, 0.64, 1.33]],
  "smiles": "O=C=NP",
  "molar_mass_g_mol": 75.01,
  "charge": 0,
  "multiplicity": 1,
  "lumo_energy_ev": 0.1
}

=====

{
  "formula": "CH2NOS3",
  "method": "ωB97M-V/def2-TZVPD",
  "symbols": ["C", "N", "O", "S", "S", "S", "H", "H"],
  "positions_angstrom": [[-1.06, 0.09, -1.17], [0.76, 0.20, 1.37], [-2.12, -0.49, -1.19], [-0.53, 1.60, -1.15], [0.46, -1.37, -1.24], [0.52, -1.38, 0.85], [1.72, 0.49, 1.72], [0.25, 0.85, 0.81]],
  "molar_mass_g_mol": 140.23,
  "charge": -1,
  "multiplicity": 3,
  "lumo_energy_ev": [3.5, 2.1]
}

=====

{
  "formula": "CH2NP",
  "method": "ωB97M-V/def2-TZVPD",
  "symbols": ["C", "N", "P", "H", "H"],
  "positions_angstrom": [[-0.18, -0.24, 0.10], [0.49, 0.73, 0.85], [0.90, 0.68, -1.20], [-0.03, -1.37, 0.24], [-1.17, 0.19, 0.01]],
  "smiles": "C1N=P1",
  "molar_mass_g_mol": 59.01,
  "charge": 0,
  "multiplicity": 1,
  "lumo_energy_ev": [-1.1, -0.6]
}

=====

{
  "formula": "CH2NP",
  "method": "ωB97M-V/def2-TZVPD",
  "symbols": ["C", "N", "P", "H", "H"],
  "positions_angstrom": [[2.46, 0.16, 0.02], [-0.68, 0.47, 0.11], [0.82, -0.12, 0.00], [0.48, -1.38, 0.32], [-0.56, 1.42, -0.25]],
  "molar_mass_g_mol": 59.01,
  "charge": 0,
  "multiplicity": 1,
  "lumo_energy_ev": [-2.5, -2.4]
}

=====

{
  "formula": "CH2NP3",
  "method": "ωB97M-V/def2-TZVPD",
  "symbols": ["C", "N", "P", "P", "P", "H", "H"],
  "positions_angstrom": [[0.69, -1.41, 0.04], [0.64, 1.20, 0.10], [-1.82, -0.78, 0.04], [1.63, -0.07, 0.02], [-0.91, 1.04, 0.00], [1.01, -2.32, -0.32], [-1.24, 2.35, 0.12]],
  "molar_mass_g_mol": 120.96,
  "charge": 0,
  "multiplicity": 1,
  "lumo_energy_ev": -0.9
}

=====

{
  "formula": "CH2O2",
  "method": "ωB97M-V/def2-TZVPD",
  "symbols": ["O", "C", "O", "H", "H"],
  "positions_angstrom": [[-0.65, -0.61, -0.81], [0.00, -0.31, 0.20], [0.57, 0.80, 0.54], [0.35, -1.13, 0.90], [0.28, 1.50, 0.05]],
  "smiles": "O=CO",
  "molar_mass_g_mol": 46.02,
  "charge": 0,
  "multiplicity": 1,
  "lumo_energy_ev": 0.8
}

=====

{
  "formula": "CH2O2S2",
  "method": "ωB97M-V/def2-TZVPD",
  "symbols": ["C", "O", "O", "S", "S", "H", "H"],
  "positions_angstrom": [[-0.27, -1.18, 0.41], [1.99, 0.84, 0.06], [0.94, 1.41, 0.67], [1.25, -1.41, 0.23], [-1.46, -0.06, 0.38], [2.19, 1.07, -0.88], [-2.66, -0.98, 0.24]],
  "molar_mass_g_mol": 110.16,
  "charge": 0,
  "multiplicity": 1,
  "lumo_energy_ev": [-0.7, -1.0]
}

=====

{
  "formula": "CH2O2S3",
  "method": "ωB97M-V/def2-TZVPD",
  "symbols": ["C", "O", "O", "S", "S", "S", "H", "H"],
  "positions_angstrom": [[-0.18, -0.03, 1.44], [1.24, 0.95, -1.90], [-1.85, -1.77, 0.32], [-0.17, 1.13, 2.44], [2.08, 0.06, -0.66], [-0.37, -0.93, 0.07], [1.69, 1.72, -2.26], [-2.44, -1.13, 0.56]],
  "molar_mass_g_mol": 142.23,
  "charge": 0,
  "multiplicity": 1,
  "lumo_energy_ev": [-1.3, -2.0]
}

=====

{
  "formula": "CH2O2S3",
  "method": "ωB97M-V/def2-TZVPD",
  "symbols": ["C", "O", "O", "S", "S", "S", "H", "H"],
  "positions_angstrom": [[0.60, -0.87, 0.48], [-0.29, 0.95, -2.32], [-0.49, 0.27, 2.68], [1.50, -1.77, -0.38], [-1.42, 0.20, -1.39], [-0.46, 0.23, 0.97], [0.16, 0.56, -3.09], [0.41, 0.42, 3.05]],
  "molar_mass_g_mol": 142.23,
  "charge": 0,
  "multiplicity": 1,
  "lumo_energy_ev": [-1.7, -1.4]
}

=====

{
  "formula": "CH2O3",
  "method": "ωB97M-V/def2-TZVPD",
  "symbols": ["O", "C", "O", "O", "H", "H"],
  "positions_angstrom": [[1.75, 1.50, 2.09], [0.68, 0.78, 1.04], [0.90, -0.34, 0.50], [-0.20, -0.70, -0.35], [-0.17, 1.41, 0.88], [0.15, -1.38, -0.94]],
  "smiles": "O=COO",
  "molar_mass_g_mol": 62.02,
  "charge": 0,
  "multiplicity": 1,
  "lumo_energy_ev": -0.1
}

=====

{
  "formula": "CH2O3",
  "method": "ωB97M-V/def2-TZVPD",
  "symbols": ["C", "O", "O", "O", "H", "H"],
  "positions_angstrom": [[0.85, 0.07, -0.16], [2.02, 0.16, -0.03], [-1.32, -0.60, -0.17], [0.04, -0.97, -0.17], [-0.06, 1.41, -0.19], [-1.53, -0.07, 0.71]],
  "molar_mass_g_mol": 62.02,
  "charge": 0,
  "multiplicity": 1,
  "lumo_energy_ev": 0.3
}

=====

{
  "formula": "CH2O3P2",
  "method": "ωB97M-V/def2-TZVPD",
  "symbols": ["C", "O", "O", "O", "P", "P", "H", "H"],
  "positions_angstrom": [[0.46, -0.84, 0.10], [-2.22, -0.74, 0.19], [-4.78, 0.56, -1.29], [-4.87, 0.89, 1.15], [-1.04, -1.68, 0.15], [-4.70, -0.12, 0.07], [1.45, -1.35, 0.13], [0.68, 0.28, 0.24]],
  "molar_mass_g_mol": 123.97,
  "charge": -2,
  "multiplicity": 1,
  "lumo_energy_ev": 7.1
}

=====

{
  "formula": "CH2O3S",
  "method": "ωB97M-V/def2-TZVPD",
  "symbols": ["C", "O", "O", "O", "S", "H", "H"],
  "positions_angstrom": [[-0.03, -0.25, -0.21], [-0.94, -1.06, -0.92], [-1.40, -2.02, -0.17], [0.49, -2.71, 0.16], [1.19, -1.71, -0.66], [0.36, 0.59, -0.84], [-0.32, 0.06, 0.72]],
  "molar_mass_g_mol": 94.09,
  "charge": 0,
  "multiplicity": 1,
  "lumo_energy_ev": [-1.0, -0.5]
}